# 1
120
Properties=species:S:1:pos:R:3:forces:R:3 method="wB97M-V/def2-TZVPD" orbital_gap_ev=8.658 smiles="NC(N)=O.NC(N)=O.NC(N)=O.NC(N)=O.NC(N)=O.NC(N)=O.CC(C)O.CC(C)O.CC(C)O.CC(C)O.CC(C)O.CC(C)O" lumo_energy_ha=0.0076 e_above_lowest_ev=14.933 spin_multiplicity=1 homo_energy_ev=-8.453
C 9.722 -31.211 -4.228 -2.448 -1.358 -6.155
O 9.167 -31.916 -5.229 1.391 2.215 3.001
N 10.478 -31.785 -3.388 2.694 -3.076 4.138
N 9.711 -29.906 -4.228 0.618 3.450 2.263
H 10.572 -32.871 -3.427 -0.367 2.363 0.172
H 10.864 -31.326 -2.543 -0.547 -0.212 -1.192
H 9.328 -29.286 -4.931 -0.320 -0.363 -0.222
H 10.149 -29.439 -3.385 -0.859 -0.710 -1.717
C 2.938 -35.640 -4.993 2.739 1.342 6.728
O 3.441 -35.332 -3.717 -1.649 -0.990 -5.810
N 3.538 -35.869 -6.127 5.084 -0.315 -1.335
N 1.706 -35.769 -5.190 -6.223 -0.888 0.200
H 4.551 -35.652 -6.127 -0.809 -1.216 -0.357
H 3.047 -36.408 -6.851 0.633 -0.134 0.544
H 1.045 -35.541 -4.466 0.091 -0.271 0.066
H 1.370 -36.213 -6.097 -0.137 0.954 0.821
C 2.553 -31.951 -2.693 2.359 3.098 -5.824
O 2.846 -31.570 -4.080 -1.991 -2.019 7.623
N 2.851 -33.103 -2.166 0.218 -4.733 -0.155
N 2.232 -31.090 -1.722 -0.994 3.059 -1.019
H 3.223 -33.879 -2.758 -1.020 0.544 -0.527
H 2.439 -33.518 -1.307 0.129 1.140 -0.888
H 2.187 -30.114 -2.079 -0.174 -1.112 1.007
H 2.279 -31.312 -0.722 0.077 0.289 -1.053
C 9.656 -34.801 -2.970 -6.655 -1.305 -3.007
O 8.478 -34.940 -3.717 5.761 0.508 3.866
N 9.807 -35.021 -1.704 -1.967 -1.416 3.106
N 10.746 -34.341 -3.505 2.163 0.104 -4.972
H 10.607 -34.953 -1.095 0.378 0.282 -0.841
H 8.981 -35.284 -1.179 -0.890 0.147 0.104
H 10.761 -34.328 -4.567 0.368 -0.084 1.406
H 11.598 -34.464 -3.003 0.593 -0.208 -0.082
C 1.405 -35.334 -8.524 -2.175 -4.024 2.820
O 1.056 -36.483 -7.792 1.916 4.637 -3.308
N 0.873 -35.070 -9.712 -2.584 -1.490 -1.525
N 2.234 -34.451 -8.042 1.462 -1.549 2.531
H -0.006 -35.540 -10.001 1.241 0.095 0.690
H 0.921 -34.170 -10.123 0.583 0.843 0.005
H 2.764 -34.864 -7.232 -0.526 1.649 -0.934
H 2.451 -33.536 -8.353 -0.239 0.566 -0.846
C 5.999 -34.842 -1.238 7.999 0.132 3.468
O 7.170 -34.800 -0.487 -4.409 -1.197 -2.885
N 4.994 -34.181 -0.848 -4.505 3.722 3.397
N 5.835 -35.324 -2.390 1.080 -2.969 -5.135
H 5.242 -33.642 -0.028 -0.500 0.053 0.038
H 4.321 -33.731 -1.511 1.541 -0.659 1.202
H 6.647 -35.547 -2.969 -0.113 -0.106 0.583
H 4.949 -35.275 -2.924 0.475 -0.141 0.394
C 6.707 -28.553 -4.279 1.465 -1.446 0.127
C 7.088 -29.116 -5.617 -5.782 -3.369 0.899
C 5.988 -28.845 -6.659 -1.337 -0.823 -0.299
O 8.077 -28.496 -6.101 7.173 4.379 -0.757
H 6.361 -27.593 -4.362 -1.269 2.435 -0.237
H 7.532 -28.503 -3.558 0.142 -0.290 -0.424
H 5.998 -29.253 -3.955 -1.447 -0.511 1.066
H 7.213 -30.213 -5.452 0.280 0.319 -0.355
H 5.709 -27.821 -6.542 0.120 1.078 -0.278
H 5.050 -29.332 -6.498 -0.566 -0.709 0.539
H 6.189 -29.056 -7.747 0.542 0.178 1.219
H 8.362 -28.872 -6.913 0.478 -0.798 -1.173
C 7.889 -32.172 -1.326 -2.310 1.317 0.808
C 7.179 -30.914 -1.876 -3.545 -6.893 -2.518
C 5.611 -31.036 -1.815 0.554 -1.654 -1.065
O 7.515 -29.836 -1.369 3.857 8.469 6.331
H 8.939 -32.222 -1.391 1.209 0.424 -0.059
H 7.490 -32.913 -1.945 -0.205 -1.536 -0.919
H 7.544 -32.468 -0.316 0.315 0.485 -0.405
H 7.424 -30.733 -2.876 0.207 -1.564 -2.754
H 4.986 -30.251 -2.267 0.700 -0.089 -0.233
H 5.238 -31.166 -0.838 -0.034 0.200 1.754
H 5.367 -32.004 -2.251 -0.288 0.257 -0.593
H 7.125 -29.139 -1.867 -0.316 1.113 -0.204
C 3.108 -29.857 -8.209 0.945 0.616 -0.375
C 3.483 -31.243 -8.726 6.882 5.485 2.844
C 4.199 -31.894 -7.632 0.729 -0.506 0.731
O 2.544 -31.874 -9.243 -8.476 -3.730 -5.253
H 2.272 -29.503 -8.731 -1.345 0.689 -1.136
H 3.926 -29.163 -8.399 -0.037 0.095 0.089
H 2.822 -29.762 -7.176 0.105 -0.508 0.634
H 4.195 -31.168 -9.560 1.069 0.936 0.315
H 5.014 -31.197 -7.405 0.343 -0.820 -0.045
H 4.486 -32.891 -7.935 0.728 -0.201 0.099
H 3.647 -31.947 -6.711 -0.639 -0.153 0.498
H 2.333 -31.320 -10.056 -0.447 -1.634 1.322
C 12.859 -33.068 -7.387 1.437 0.595 1.070
C 11.334 -32.979 -7.423 3.734 0.228 -7.324
C 10.832 -34.030 -8.440 -1.021 0.361 -1.243
O 10.990 -33.349 -6.301 -4.211 -2.058 10.675
H 13.396 -32.247 -6.868 -0.764 -0.097 0.093
H 13.233 -33.010 -8.347 1.153 -0.138 -2.258
H 13.277 -33.992 -6.883 -1.052 0.683 -0.683
H 10.933 -31.982 -7.602 0.383 0.412 -0.932
H 11.495 -33.977 -9.316 -0.460 -0.253 -0.078
H 9.757 -33.753 -8.783 1.621 -0.827 0.610
H 10.892 -35.080 -8.004 -0.221 1.461 -0.427
H 10.475 -32.617 -5.873 -0.669 -0.818 0.439
C 7.514 -31.318 -9.467 0.230 0.459 0.579
C 8.790 -30.583 -8.924 -1.746 0.786 -7.369
C 8.887 -29.099 -9.284 -1.818 -0.887 -2.027
O 8.726 -30.572 -7.687 0.033 -0.344 10.049
H 7.533 -31.420 -10.498 -0.055 0.229 -2.322
H 6.612 -30.799 -9.163 -0.129 0.476 -0.025
H 7.316 -32.345 -9.154 0.826 0.025 0.583
H 9.649 -31.059 -9.286 1.653 -1.091 -1.043
H 9.743 -28.552 -8.981 1.033 0.039 0.381
H 8.001 -28.593 -8.931 -0.315 0.211 0.460
H 8.747 -29.062 -10.352 0.444 0.466 -0.694
H 8.599 -31.442 -7.307 0.044 -0.291 0.850
C 5.835 -33.051 -4.703 3.315 0.816 -1.010
C 6.047 -34.052 -5.842 -1.513 8.340 -2.480
C 7.112 -33.777 -6.828 -0.858 3.456 -1.896
O 6.353 -35.206 -5.542 1.008 -10.694 4.697
H 5.829 -32.058 -5.216 0.035 -0.429 0.890
H 6.693 -33.141 -3.944 -1.291 0.358 -1.103
H 4.897 -33.232 -4.308 -1.785 -0.180 1.179
H 5.115 -34.046 -6.347 -1.121 0.259 -0.847
H 7.002 -34.401 -7.682 -0.246 -0.794 -0.730
H 8.075 -33.924 -6.450 1.534 0.017 0.902
H 6.972 -32.766 -7.182 0.553 0.614 -0.291
H 7.192 -35.075 -5.099 0.948 -1.274 0.750

---

# 2
21
Properties=species:S:1:pos:R:3:forces:R:3 method="wB97M-V/def2-TZVPD" orbital_gap_ev="6.830 / 7.985" lumo_energy_ha="0.0054 / 0.0290" e_above_lowest_ev=3.688 spin_multiplicity=1 homo_energy_ev="-6.682 / -7.196"
C -1.442 1.060 0.238 -0.893 -0.030 -0.302
C 0.654 1.473 0.672 -0.107 0.016 0.433
C -2.237 -0.118 0.575 0.180 -0.515 -0.001
C -1.325 1.517 -1.171 0.068 0.034 0.023
C 1.662 -2.217 0.037 0.058 -0.012 -0.046
C 1.252 0.275 0.207 0.238 -0.169 -0.104
C 0.998 -1.001 0.619 0.129 0.306 -0.061
O -0.614 1.493 1.225 1.024 0.109 -0.159
O 2.223 0.549 -0.748 -0.114 -0.105 0.182
H 2.856 -0.178 -0.772 -0.079 0.018 0.013
H 1.178 2.416 0.652 0.032 0.001 -0.048
H 0.380 -1.126 1.496 -0.094 0.031 -0.049
H -2.332 1.636 -1.588 0.103 0.061 0.009
H -2.485 -0.152 1.637 -0.060 0.031 -0.058
H -1.580 -0.997 0.371 -0.302 0.035 0.052
H -3.130 -0.218 -0.044 0.006 0.028 0.055
H -0.801 0.796 -1.815 0.013 -0.011 0.035
H -0.770 2.455 -1.232 -0.099 0.012 -0.038
H 2.657 -2.410 0.464 -0.093 0.056 -0.006
H 1.786 -2.141 -1.049 -0.022 0.035 0.068
H 1.069 -3.113 0.225 0.014 0.069 0.002

---

# 3
17
Properties=species:S:1:pos:R:3:forces:R:3 method="wB97M-V/def2-TZVPD" orbital_gap_ev="6.313 / 7.112" lumo_energy_ha="-0.2717 / -0.2532" e_above_lowest_ev=13.126 spin_multiplicity=2 charge=+1 homo_energy_ev="-13.705 / -14.002" s_squared=1.00
C -0.633 -0.413 2.020 1.120 2.409 -0.981
N -0.093 -1.847 -0.100 2.480 2.966 -1.981
C -0.303 -0.718 -1.039 -2.843 -4.732 2.357
C -0.495 0.659 1.022 -0.723 0.650 1.169
C -0.442 1.729 0.203 0.060 -0.249 -0.357
C 0.783 0.934 0.394 3.163 0.299 -0.811
C 1.039 0.010 -0.864 1.414 4.188 4.616
C 0.168 0.260 -1.944 4.569 -0.880 -2.245
H 0.193 -0.367 2.800 -1.016 -0.347 -1.150
H -1.602 -0.662 2.330 -1.206 -0.763 0.499
H -0.185 -1.363 1.073 -0.252 -0.661 -0.879
H -1.332 -0.369 -0.903 -0.559 0.099 0.080
H -0.680 -2.579 -0.337 -2.597 -1.522 0.388
H -0.464 2.541 -0.609 -1.209 -0.829 2.137
H 1.567 1.297 1.124 -0.268 -0.374 -1.535
H 1.845 -0.693 -0.565 -0.598 -0.027 -1.515
H 0.605 0.355 -2.964 -1.536 -0.227 0.207